1.
13
Properties=species:S:1:pos:R:3:forces:R:3 method="wB97M-V/def2-TZVPD" charge=0 multiplicity=1 orbital_gap_ev="7.48 / 7.14" total_energy_ev=-18961.660 lumo_energy_ev="0.605 / 0.332" relative_energy_kj_mol=519.6
S -2.060855 0.610347 -1.578611 0.067 -2.440 -1.196
N 0.235455 -0.706594 0.320305 1.822 1.155 2.197
N 1.569805 1.147449 0.258063 -0.250 0.244 -0.538
N -1.448238 1.557226 -0.523322 0.720 0.807 2.381
N 0.570756 0.347356 -0.274411 0.379 1.616 -2.994
C -1.553575 -0.933976 -1.083771 -2.281 -0.500 -2.075
C -0.737130 -1.464099 -0.146812 -1.634 -0.311 -0.204
H -1.234390 2.426751 -0.958570 0.018 1.032 -0.417
H -1.080761 -2.411291 0.225681 1.079 -0.265 0.614
H 1.544774 1.941710 -0.395826 0.440 -0.561 0.352
H -2.161501 -1.740466 -1.517762 -0.179 0.695 -0.150
H 1.370345 1.584595 1.148823 -0.444 -0.283 0.589
H 0.627634 -0.732355 1.230061 0.263 -1.190 1.441

2.
6
Properties=species:S:1:pos:R:3:forces:R:3 method="wB97M-V/def2-TZVPD" charge=0 multiplicity=1 orbital_gap_ev=8.87 smiles="ClC1=PC1" total_energy_ev=-23914.932 lumo_energy_ev=-0.033 relative_energy_kj_mol=134.7
Cl -2.043522 1.018060 -0.014090 0.257 -0.587 0.002
P -0.267074 -1.719220 -0.006214 0.137 1.738 -0.512
C 0.704705 0.077756 0.037189 -1.067 -0.638 -1.274
C -0.778361 -0.145546 0.021914 1.229 0.008 1.331
H 1.424385 0.161245 0.877824 -1.133 0.325 -0.379
H 0.959866 0.607703 -0.916623 0.578 -0.845 0.832

3.
39
Properties=species:S:1:pos:R:3:forces:R:3 method="wB97M-V/def2-TZVPD" charge=+3 multiplicity=2 orbital_gap_ev="6.11 / 5.22" total_energy_ev=-39524.716 lumo_energy_ev="-12.942 / -13.822"
Ir 0.325925 0.512710 -0.295641 0.142 0.275 -0.125
S 1.218295 0.377227 -3.323789 -0.006 0.093 0.096
O 1.884809 1.328096 -4.153782 -0.015 -0.041 0.016
N 1.032210 0.996663 -1.863434 0.006 -0.059 -0.059
N -0.583548 -1.104749 0.242316 -0.023 -0.060 0.036
N 1.893523 -0.453570 0.576964 -0.171 -0.067 -0.032
N -1.598599 1.152538 -0.494886 0.054 -0.163 0.045
C 2.547601 -2.589085 1.423061 0.003 -0.012 0.008
C -4.277665 1.651575 -0.851304 0.035 0.015 -0.001
C -1.927339 -1.157557 0.071465 -0.033 0.076 -0.018
C 0.174013 -2.123751 0.717178 0.072 0.021 0.020
C -3.356676 2.672507 -0.942462 -0.016 -0.016 0.002
C 3.118790 0.064470 0.816370 0.014 0.014 -0.019
C 4.109974 -0.762974 1.346205 -0.004 -0.015 0.006
C -2.578545 -2.335608 0.368225 0.015 -0.050 0.018
C -1.827150 -3.415973 0.830897 0.012 0.031 -0.010
C -2.512707 0.130159 -0.360275 0.025 -0.056 0.020
C -3.848774 0.353292 -0.540511 -0.013 -0.007 0.002
C -0.449372 -3.314694 1.022846 -0.042 -0.016 -0.003
C -1.997780 2.418472 -0.751787 0.024 0.011 -0.016
C 3.379852 1.495483 0.486620 0.034 0.009 0.010
C -0.973383 3.498726 -0.844634 -0.018 0.032 -0.010
C 3.837078 -2.081754 1.637780 -0.012 0.032 -0.016
C 1.595481 -1.759238 0.901350 -0.065 -0.016 -0.007
H 5.092012 -0.345981 1.524037 0.001 -0.008 0.011
H 4.285218 1.835574 0.984219 -0.013 0.012 0.015
H -3.668842 3.685086 -1.159660 -0.010 -0.003 0.007
H -3.649822 -2.426102 0.256822 -0.002 0.013 -0.002
H -0.232589 3.421742 -0.046393 0.007 0.006 -0.002
H -0.455454 3.467677 -1.807257 -0.009 -0.039 -0.002
H 0.108849 -4.154273 1.412334 0.010 0.006 0.002
H 3.531622 1.629651 -0.588007 -0.018 -0.030 -0.003
H 2.558270 2.139353 0.806740 0.003 0.008 -0.005
H -2.327246 -4.348348 1.062766 0.002 0.002 -0.001
H 4.606974 -2.722212 2.049362 0.002 0.001 0.000
H -1.448903 4.473880 -0.767357 0.007 0.000 0.024
H 2.311838 -3.611639 1.682216 0.004 -0.003 -0.002
H -5.331784 1.850314 -0.998610 0.000 0.002 -0.002
H -4.566157 -0.447686 -0.429985 -0.001 0.000 -0.003